{
  "formula": "C34H37HoN2O3PS2",
  "method": "ωB97M-V with the def2-TZVPD basis set",
  "symbols": ["Ho", "S", "S", "P", "O", "O", "O", "N", "N", "C", "C", "C", "C", "C", "C", "C", "C", "C", "C", "C", "C", "C", "C", "C", "C", "C", "C", "C", "C", "C", "C", "C", "C", "C", "C", "C", "C", "C", "C", "C", "C", "C", "C", "H", "H", "H", "H", "H", "H", "H", "H", "H", "H", "H", "H", "H", "H", "H", "H", "H", "H", "H", "H", "H", "H", "H", "H", "H", "H", "H", "H", "H", "H", "H", "H", "H", "H", "H", "H", "H"],
  "positions_angstrom": [[-1.00252, -0.49483, 0.02589], [-0.09342, -2.94493, 0.53079], [-2.95532, -1.99013, -1.01761], [1.93228, 0.33027, 0.20769], [-1.51662, -0.26653, 2.02459], [-0.77852, 0.97617, -1.69691], [-3.54952, 4.11227, -2.14191], [-2.64632, 2.08217, -0.93621], [-2.67342, 1.16347, 0.08669], [-1.43342, -5.22613, 0.93199], [-1.24552, 4.89917, -4.81281], [-3.80122, 0.88777, 0.64189], [-2.47782, -6.12263, 0.84369], [-0.45162, 2.94467, -3.69901], [2.92698, -0.49353, 1.51949], [-2.72872, -3.53283, -0.21701], [4.22888, -1.89963, 3.55029], [4.93798, -1.02823, 2.74029], [-1.63352, 1.92797, -1.76441], [4.29388, -0.32733, 1.73639], [2.81068, -0.26553, -1.38501], [2.27098, -1.69163, -1.55871], [-4.19872, -2.17803, 3.51479], [-1.53202, -3.93843, 0.40929], [2.86348, -2.03773, 3.37369], [-1.53072, 2.96637, -2.82001], [-2.31782, 4.95337, -3.94631], [-0.29672, 3.89637, -4.68611], [4.33858, -0.32133, -1.38641], [-5.32692, -1.62843, 2.90939], [-2.48452, 3.99627, -2.94481], [-3.77902, -4.44883, -0.26971], [3.56778, 2.78887, 0.01159], [-5.16462, -0.59963, 2.01009], [-2.94172, -1.70243, 3.22999], [-3.66022, -5.72643, 0.24039], [2.33058, 0.57617, -2.56681], [1.07938, 2.94147, -0.02021], [2.21578, -1.33273, 2.37429], [2.27738, 2.18157, 0.55789], [2.24208, 2.33897, 2.08189], [-2.72242, -0.67933, 2.27789], [-3.89602, -0.11433, 1.66669], [6.00118, -0.89403, 2.88979], [1.24528, 0.65877, -2.54081], [4.44668, 2.31107, 0.43479], [-2.36932, -7.12083, 1.24429], [2.29788, -2.69883, 4.01249], [4.74048, -2.45953, 4.32069], [0.55088, 3.85077, -5.35631], [2.61458, 0.08957, -3.50081], [1.01638, 2.84037, -1.10151], [2.16408, 3.39487, 2.34239], [-4.69312, -4.13893, -0.75461], [2.73428, -2.16513, -2.42461], [2.76438, 1.57497, -2.56571], [3.60988, 3.84577, 0.27999], [0.14538, 2.56757, 0.40909], [-6.31192, -2.02433, 3.11819], [4.87038, 0.35447, 1.13249], [1.37758, 1.81707, 2.49639], [1.18308, -1.67923, -1.71601], [-2.06792, -2.13313, 3.69949], [-4.72782, 1.37637, 0.31359], [2.46878, -2.30923, -0.68051], [3.14158, 1.93897, 2.54629], [0.26758, 2.14827, -3.59781], [-4.30972, -2.98843, 4.22239], [4.67598, -0.65573, -2.36941], [3.61278, 2.72417, -1.07161], [-1.14982, 5.64337, -5.59011], [4.78498, 0.65167, -1.20131], [-3.49222, 3.34627, -1.49141], [-4.48512, -6.42263, 0.15189], [1.14428, -1.44273, 2.24609], [-6.03052, -0.16463, 1.52399], [4.70518, -1.03393, -0.65281], [-0.50302, -5.50773, 1.40359], [1.16328, 4.00227, 0.21849], [-3.06432, 5.73037, -4.01851]],
  "atomic_forces_ev_per_a": [[0.4557, -0.5210, -1.1087], [0.2823, -0.1048, -0.0663], [0.1855, 0.2308, -0.1550], [1.2785, 0.2833, -0.0704], [0.3261, 0.3669, 0.8608], [0.0294, 0.0862, 0.0702], [-0.0357, 0.0753, -0.1179], [-0.2681, 0.3597, -0.1198], [-0.3750, -0.2358, -0.4254], [-0.1052, -0.0488, 0.0233], [-0.1032, 0.0765, 0.0942], [0.2253, 0.3986, -0.1419], [-0.0112, -0.1069, 0.0998], [-0.0494, -0.0497, 0.0098], [-0.4306, -0.0495, -0.0584], [0.1937, -0.2317, 0.0018], [-0.0912, -0.0490, 0.0667], [0.1535, 0.0819, -0.0344], [-0.5494, 0.1673, 0.2478], [0.0282, 0.0076, 0.0199], [-0.1507, 0.0286, 0.0311], [-0.2269, 0.2398, 0.0896], [-0.0004, 0.0713, 0.0174], [-0.0598, 0.0467, -0.0708], [0.0815, -0.0978, 0.1723], [0.0241, -0.0722, 0.0431], [-0.0953, 0.0255, -0.0440], [0.1748, -0.0917, -0.1157], [-0.2014, 0.0271, 0.1466], [-0.1779, -0.0140, -0.0704], [0.0220, 0.0305, 0.0571], [-0.0279, -0.0567, -0.0297], [-0.1225, -0.2396, 0.0207], [0.1287, 0.0356, -0.0020], [0.2702, 0.1302, -0.1638], [-0.2047, -0.1688, -0.0217], [-0.1676, -0.0041, 0.1865], [-0.0065, -0.1122, 0.0035], [-0.0742, 0.1136, -0.1205], [-0.2895, -0.1549, -0.0553], [-0.0006, -0.1408, -0.1057], [-1.4673, -0.1062, 0.7410], [0.3949, -0.3283, 0.4376], [0.0502, 0.0118, -0.0018], [-0.0085, 0.0723, -0.1049], [0.1473, -0.0415, 0.0033], [-0.0064, -0.0994, 0.0357], [-0.0823, -0.0759, 0.0441], [0.0172, -0.0297, 0.0645], [0.0160, -0.0043, -0.0258], [0.0637, -0.0698, -0.0724], [-0.0422, -0.0051, -0.0939], [-0.0466, 0.1169, -0.0348], [-0.1116, 0.0191, -0.0354], [0.0642, -0.0039, -0.1196], [-0.0088, 0.0891, -0.0156], [-0.0495, 0.0938, 0.0546], [-0.0140, 0.1016, -0.0469], [-0.0089, 0.0357, 0.0392], [0.0299, 0.0360, -0.0914], [-0.0279, 0.0280, 0.1390], [0.3157, -0.1647, -0.0163], [0.0702, -0.0253, -0.0145], [0.2719, 0.0168, -0.0175], [-0.0486, -0.0440, -0.0526], [-0.0158, -0.0263, 0.0689], [0.0591, -0.0988, 0.0334], [0.0000, -0.0721, 0.0272], [-0.0476, -0.0299, -0.0918], [0.0756, 0.0070, -0.0997], [0.0185, 0.0958, -0.0595], [0.1122, 0.1014, 0.0462], [0.1026, 0.0452, -0.0165], [-0.0613, 0.0050, 0.0222], [0.0827, -0.0846, 0.0631], [-0.0064, 0.0091, -0.0422], [0.0937, -0.0333, 0.0312], [0.0778, -0.0568, 0.0326], [0.0148, 0.1066, 0.0436], [-0.0590, 0.0755, -0.0383]],
  "lowdin_spin": [4.024, -0.005, -0.009, -0.003, -0.001, -0.004, 0.000, 0.000, -0.003, 0.000, 0.000, 0.000, 0.000, 0.000, 0.000, 0.000, 0.000, 0.000, 0.000, 0.000, 0.000, 0.000, 0.000, 0.000, 0.000, 0.000, 0.000, 0.000, 0.000, 0.000, 0.000, 0.000, 0.000, 0.000, 0.000, 0.000, 0.000, 0.000, 0.000, 0.000, 0.000, 0.000, 0.000, 0.000, 0.000, 0.000, 0.000, 0.000, 0.000, 0.000, 0.000, 0.000, 0.000, 0.000, 0.000, 0.000, 0.000, 0.000, 0.000, 0.000, 0.000, 0.000, 0.000, 0.000, 0.000, 0.000, 0.000, 0.000, 0.000, 0.000, 0.000, 0.000, 0.000, 0.000, 0.000, 0.000, 0.000, 0.000, 0.000, 0.000],
  "relative_energy_kj_mol": 230.7,
  "multiplicity": 5,
  "total_charge": -1,
  "e_lumo_ev": [2.360, 2.360],
  "homo_lumo_gap_ev": [6.306, 6.309]
}